No. 1
Below is C26H26FN6O9S2SeSn as an isolated structure, with properties calculated with the ωB97M-V functional and the def2-TZVPD basis.

Computed properties:
Charge = +1
HOMO = -9.5 eV
Max |F| = 0.4 eV Å⁻¹
Electronic energy = -150308.373 eV
Multiplicity = 1
Gap between HOMO and LUMO = 0.228 Ha

CARTESIAN COORDINATES (ANGSTROEM)
Sn 0.435 -0.345 -1.615
Se 0.072 -1.160 1.724
S 1.899 -5.022 -0.408
S 2.943 -3.504 2.422
F -1.988 6.271 -0.245
O 3.840 -2.536 2.946
O -0.303 -0.240 0.400
O 3.986 0.388 0.294
O 0.111 -0.245 3.023
O 0.240 1.925 -0.969
O 3.380 -4.745 1.860
O -0.647 -2.578 1.736
O 2.393 0.159 -1.252
O 1.827 -1.447 1.310
N -1.360 10.236 2.416
N -0.349 7.777 1.483
N 2.192 -2.749 1.087
N -1.593 -4.287 6.073
N 1.035 -2.671 -0.955
N 2.692 4.007 1.547
C 1.347 -2.786 4.482
C 0.615 -3.510 -1.971
C -0.817 5.729 0.159
C 1.713 -3.345 -0.058
C 3.552 4.688 2.488
C 2.976 0.761 -0.254
C -0.938 7.846 2.807
C -0.469 4.482 -0.270
C 0.871 -4.918 3.438
C 0.977 -4.797 -1.846
C -0.203 -5.088 4.277
C 3.058 2.807 1.052
C -0.753 9.241 3.373
C -0.531 -4.103 5.221
C 4.141 3.895 3.612
C 0.716 3.901 0.185
C 3.059 4.894 3.892
C -0.778 10.107 1.030
C 1.063 2.544 -0.273
C 1.163 5.894 1.486
C -0.997 8.684 0.556
C 0.265 -2.956 5.316
C 2.335 2.063 0.172
C 1.527 4.601 1.087
C -0.006 6.467 1.030
C 1.646 -3.765 3.540
H 1.803 6.468 2.139
H -2.283 -4.971 5.817
H -1.277 10.835 0.394
H 1.957 -1.895 4.544
H -1.240 9.366 4.337
H 0.302 9.495 3.451
H -2.369 10.069 2.363
H 3.998 2.405 1.408
H 0.781 -5.614 -2.519
H -2.076 8.499 0.455
H 3.321 5.818 4.387
H -0.446 7.136 3.469
H -0.806 -5.985 4.209
H 3.878 2.848 3.681
H -1.108 3.922 -0.939
H -2.011 7.590 2.797
H 2.079 4.497 4.126
H -0.561 8.575 -0.436
H -1.959 -3.477 6.542
H 0.281 10.345 1.113
H 0.020 -2.192 6.044
H 4.164 5.462 2.041
H 5.154 4.131 3.900
H 0.046 -3.093 -2.789
H -1.237 11.186 2.768
H 1.121 -5.675 2.707



No. 2
Below is C26H26N3O6S3SeSiTa as an isolated structure, with properties calculated with the ωB97M-V functional and the def2-TZVPD basis.

Computed properties:
Charge = +2
HOMO = -14.8 eV
Max |F| = 1.2 eV Å⁻¹
Electronic energy = -151401.904 eV
Multiplicity = 1
Gap between HOMO and LUMO = 0.242 Ha

CARTESIAN COORDINATES (ANGSTROEM)
Ta -0.043 1.258 0.136
Se 3.248 0.954 -3.295
S 1.449 1.486 1.936
S -1.799 1.437 2.227
S -1.260 3.147 -0.564
Si -1.849 -1.637 -1.193
O 5.019 -1.715 0.671
O 3.631 -0.378 -0.306
O 1.354 -3.150 5.543
O -1.049 -0.754 0.211
O -1.873 -2.017 1.897
O 3.447 -3.358 5.040
N 1.148 1.192 -1.320
N 3.926 -1.244 0.505
N 2.304 -3.052 4.801
C 2.847 3.979 0.057
C 0.896 -4.566 -1.955
C -2.534 3.056 1.885
C -4.705 0.401 -3.267
C -4.042 -0.450 -2.397
C -4.000 1.380 -3.955
C -2.813 3.138 0.407
C 2.041 1.092 -2.165
C 1.537 -1.561 0.916
C -2.636 1.530 -3.747
C 0.728 -2.272 3.075
C -2.662 -0.325 -2.181
C -0.716 1.825 3.624
C -0.417 -2.527 -1.913
C 2.826 -1.711 1.372
C -1.976 0.683 -2.870
C -0.201 -3.848 -1.500
C 2.036 -2.494 3.451
C 0.570 2.492 3.183
C 0.485 -1.797 1.787
C 1.792 -3.974 -2.833
C 1.573 -2.676 -3.281
C 0.478 -1.958 -2.828
C 3.114 -2.203 2.628
C -0.913 -1.574 1.369
C 1.782 4.515 -0.519
H 3.531 3.329 -0.479
H 1.142 5.209 0.012
H -0.906 -4.328 -0.829
H 0.303 -0.966 -3.227
H -0.080 -2.474 3.765
H -2.082 2.290 -4.283
H 1.371 -1.326 -0.131
H -1.279 2.451 4.317
H 1.552 4.354 -1.568
H -3.434 2.312 0.057
H -4.602 -1.226 -1.887
H -3.454 3.144 2.463
H 1.046 -5.587 -1.630
H 4.129 -2.359 2.970
H -3.324 4.070 0.168
H -4.511 2.015 -4.666
H 2.248 -2.230 -4.001
H 1.254 2.573 4.029
H 0.418 3.490 2.774
H 2.650 -4.530 -3.187
H -0.902 0.784 -2.775
H -0.521 0.870 4.112
H -5.771 0.296 -3.416
H -2.796 -2.515 -0.505
H -1.834 3.828 2.204
H 3.110 4.203 1.084



No. 3
Below is one molecule with the formula C26H26N4O2, with properties calculated with the ωB97M-V functional and the def2-TZVPD basis.

Computed properties:
HOMO = -7.9 eV
Max |F| = 1.1 eV Å⁻¹
Electronic energy = -37439.114 eV
Multiplicity = 1
Gap between HOMO and LUMO = 0.292 Ha

CARTESIAN COORDINATES (ANGSTROEM)
O 2.792 4.535 1.233
O 2.266 1.162 0.474
N 4.837 0.582 -0.713
N 0.967 3.500 0.341
N -2.591 1.106 -0.327
N 0.118 4.547 0.461
C -3.062 -2.980 0.339
C -1.716 1.920 0.339
C -0.988 1.456 1.554
C -5.481 -2.675 0.944
C 4.575 -1.728 -0.050
C -2.752 -0.275 -0.092
C 3.068 2.325 0.340
C 2.109 -1.084 1.048
C 4.111 -0.381 -0.110
C -2.807 3.119 -1.224
C -4.146 -2.136 0.529
C 2.846 -0.069 0.469
C 6.542 -1.008 -1.231
C -1.115 4.397 0.187
C 3.792 -2.724 0.560
C -1.826 3.191 -0.198
C 5.986 0.282 -1.246
C 2.577 -2.399 1.094
C -1.822 -2.494 -0.060
C -3.253 1.830 -1.289
C 5.831 -2.009 -0.630
C -1.673 -1.132 -0.272
C 2.270 3.582 0.708
C -4.238 1.208 -2.215
C -3.982 -0.774 0.309
C -0.680 -3.438 -0.276
H -4.809 -0.097 0.459
H -0.532 -4.065 0.602
H 3.420 2.435 -0.693
H 0.630 2.632 -0.072
H -3.116 3.931 -1.851
H -1.689 5.315 0.214
H 7.505 -1.189 -1.683
H -3.909 0.213 -2.516
H -6.136 -2.756 0.076
H -4.347 1.829 -3.100
H 4.166 -3.737 0.594
H 6.210 -3.021 -0.589
H -0.021 1.012 1.313
H -3.181 -4.041 0.504
H 3.945 2.273 0.991
H 6.511 1.104 -1.715
H -0.809 2.299 2.218
H -5.959 -2.011 1.661
H 1.152 -0.845 1.484
H -5.218 1.112 -1.746
H -1.581 0.711 2.083
H -0.893 -4.096 -1.118
H -5.382 -3.662 1.389
H 0.241 -2.899 -0.483
H -0.721 -0.732 -0.589
H 1.968 -3.153 1.570